{
  "formula": "C31H19Cl5N3O3PV",
  "method": "ωB97M-V/def2-TZVPD",
  "symbols": ["C", "C", "H", "H", "H", "C", "C", "H", "H", "H", "H", "C", "N", "O", "C", "C", "C", "H", "C", "Cl", "C", "H", "H", "C", "P", "C", "Cl", "H", "C", "N", "C", "C", "H", "Cl", "C", "C", "C", "C", "H", "C", "C", "C", "H", "Cl", "V", "N", "Cl", "C", "H", "C", "H", "C", "O", "C", "O", "H", "C", "C", "H", "C", "C", "H", "C"],
  "positions_angstrom": [[1.601, -3.811, -0.361], [5.052, 2.315, 0.860], [-0.505, 1.404, -1.550], [3.363, 1.922, -4.586], [-5.795, -4.152, -1.830], [0.019, -3.128, 1.756], [-3.505, -2.363, -0.160], [5.657, -0.506, 2.634], [6.610, 1.735, 2.214], [5.468, 3.296, 0.675], [-0.791, 2.512, -3.729], [5.158, 0.178, 1.960], [2.000, -1.463, -0.684], [-0.822, 1.456, 1.082], [-2.784, 4.461, 0.543], [1.600, 1.044, -1.829], [2.519, 1.808, -3.919], [1.192, -5.837, 0.155], [2.689, 1.193, -2.690], [-2.297, 7.095, 0.844], [1.030, -4.797, 0.406], [-5.774, -2.963, 2.300], [2.637, -1.730, -1.419], [1.382, -2.477, -0.005], [1.754, 0.172, -0.257], [-1.863, 5.440, 0.914], [1.320, 3.217, 1.902], [2.219, -4.043, -1.217], [-4.084, -3.004, -1.233], [0.563, -2.136, 1.009], [3.878, 1.936, 0.228], [-2.431, 3.119, 0.602], [-0.619, -2.810, 2.569], [-3.515, 1.875, 0.126], [0.347, 1.520, -2.209], [-5.305, -3.640, -1.013], [1.267, 2.284, -4.291], [-5.905, -3.626, 0.238], [-6.853, -4.129, 0.375], [-5.310, -2.975, 1.322], [3.340, 0.671, 0.459], [3.983, -0.204, 1.333], [-0.203, -5.208, 2.141], [0.560, 6.264, 1.784], [-0.436, -0.233, 0.877], [-2.141, -1.149, 1.248], [-4.352, 4.899, 0.010], [5.692, 1.437, 1.724], [3.670, 0.840, -2.396], [-0.586, 5.073, 1.336], [3.380, 2.627, -0.441], [-0.237, 3.729, 1.393], [-3.325, -1.396, 3.223], [-3.206, -1.586, 2.047], [-1.299, -1.230, -0.746], [1.139, 2.769, -5.249], [-2.261, -1.584, 0.002], [-1.157, 2.748, 1.033], [3.570, -1.188, 1.525], [0.242, -4.455, 1.508], [0.183, 2.142, -3.438], [-3.613, -3.008, -2.207], [-4.108, -2.349, 1.104]],
  "lowdin_charge": [0.01, -0.06, 0.08, 0.11, 0.11, -0.10, -0.08, 0.11, 0.11, 0.11, 0.11, -0.07, -0.08, -0.28, -0.69, -0.34, -0.06, 0.12, -0.09, 0.72, -0.03, 0.13, 0.13, -0.37, 1.03, -0.70, 0.79, 0.12, 0.01, -0.02, -0.13, -0.59, 0.12, 0.78, -0.08, -0.05, -0.06, -0.04, 0.11, 0.02, -0.36, -0.09, 0.12, 0.73, 0.94, 0.00, 0.73, -0.06, 0.11, -0.69, 0.10, -0.59, 0.15, -0.39, -0.03, 0.11, -0.41, -0.39, 0.10, -0.04, -0.05, 0.13, -0.07],
  "gap_ev": [7.7807, 7.7729],
  "e_homo_ev": [-11.3, -11.3],
  "lumo_energy_ev": [-3.544, -3.541],
  "e_above_lowest_ev": 0.156,
  "total_charge": 1
}



{
  "formula": "C5H12O2",
  "method": "ωB97M-V/def2-TZVPD",
  "symbols": ["H", "H", "H", "C", "H", "C", "O", "H", "H", "C", "O", "H", "C", "H", "H", "C", "H", "H", "H"],
  "positions_angstrom": [[-2.561, -0.050, -1.890], [2.372, -0.888, 1.470], [-1.167, -1.296, 0.554], [0.341, -0.100, -0.116], [-2.697, -1.215, 0.218], [0.930, 0.656, 1.086], [-1.999, -0.727, 0.674], [0.288, 0.431, 1.946], [3.027, 0.467, 0.542], [-0.858, 0.474, -0.708], [0.394, -1.402, -0.089], [-1.141, 0.416, -2.810], [-1.472, -0.134, -1.922], [2.748, 0.653, 2.282], [-1.126, 1.503, -0.462], [2.356, 0.199, 1.366], [0.830, 0.449, -1.068], [-1.156, -1.177, -1.995], [0.891, 1.742, 0.921]],
  "lowdin_charge": [0.09, 0.07, 0.06, -0.64, 0.07, -0.20, -0.05, 0.12, 0.08, -0.02, -0.14, 0.10, -0.06, 0.07, 0.14, -0.10, 0.21, 0.09, 0.11],
  "gap_ev": 8.7458,
  "e_homo_ev": -8.7,
  "lumo_energy_ev": 0.049,
  "e_above_lowest_ev": 3.522
}



{
  "formula": "C11H15N",
  "method": "ωB97M-V/def2-TZVPD",
  "symbols": ["H", "N", "C", "H", "H", "C", "C", "H", "H", "H", "H", "C", "C", "C", "C", "H", "H", "H", "C", "H", "H", "C", "H", "H", "H", "C", "C"],
  "positions_angstrom": [[-0.677, 2.228, -3.407], [-1.052, -1.038, 1.896], [-0.262, -1.034, 0.772], [-3.057, 0.652, -3.145], [-2.679, 0.893, -1.554], [-2.562, 1.399, -2.517], [1.948, -0.316, 0.143], [2.840, 0.244, 0.396], [1.950, 0.133, 4.424], [2.456, -0.374, -1.908], [-3.097, 2.339, -2.559], [0.418, -1.117, -1.497], [1.034, -0.662, 1.147], [-0.577, -1.300, -0.574], [1.000, -0.380, 2.557], [-0.762, 0.442, -3.277], [0.176, -1.325, -2.522], [3.032, -0.024, 3.026], [1.676, -0.565, -1.189], [-1.872, -1.621, 1.879], [2.085, 1.394, 3.149], [2.048, 0.323, 3.358], [-0.504, 1.557, -1.925], [-1.536, -1.764, -0.772], [-0.693, -0.805, 3.957], [-1.071, 1.378, -2.840], [-0.263, -0.657, 2.980]],
  "lowdin_charge": [0.06, 0.07, -0.22, 0.06, 0.05, -0.16, -0.03, 0.11, 0.07, 0.10, 0.06, -0.13, -0.14, -0.03, -0.23, 0.04, 0.09, 0.07, -0.08, 0.15, 0.08, -0.05, 0.06, 0.11, 0.12, -0.18, -0.05],
  "smiles": "Cc1c[nH]c2ccccc12.CC",
  "gap_ev": 8.8629,
  "e_homo_ev": -7.9,
  "lumo_energy_ev": 0.952,
  "e_above_lowest_ev": 0.763
}



{
  "formula": "CHBr2IO2S",
  "method": "ωB97M-V/def2-TZVPD",
  "symbols": ["O", "Br", "I", "Br", "O", "H", "C", "S"],
  "positions_angstrom": [[-1.707, -0.375, 1.197], [1.459, -0.190, 2.109], [-1.361, 1.081, -1.887], [1.988, -0.297, -1.082], [-0.388, -1.803, -0.253], [-0.335, 1.686, -0.820], [0.936, 0.438, 0.383], [-0.593, -0.540, 0.354]],
  "lowdin_charge": [-0.30, 0.64, 0.76, 0.58, -0.37, -0.27, -1.36, 0.32],
  "gap_ev": 7.0230,
  "e_homo_ev": -8.9,
  "lumo_energy_ev": -1.899,
  "e_above_lowest_ev": 3.227
}